Record 1
DFT (ωB97M-V/def2-TZVPD) results for a cluster of 8 separate species, C34H50Cl14F14N3O2S in total.

Properties
total charge: +1
LUMO level: -0.1895 hartree
HOMO: -11.9 eV

Structure (XYZ):
```
118
Properties=species:S:1:pos:R:3:forces:R:3:mulliken_charge:R:1
C -1.91671 4.78285 -2.05799 0.46 0.51 -0.87 -1.073
C -0.61467 4.26185 -1.19388 -0.16 -0.18 -0.62 0.135
C -0.30013 2.70164 -1.66694 0.67 -0.30 0.72 0.634
C 0.24397 1.83375 -0.37290 -1.52 1.43 1.08 -0.512
N 1.12630 0.66300 -0.72688 -0.56 0.52 -0.23 0.440
N 1.64369 0.00708 0.37621 1.03 -3.02 3.88 0.493
C 3.09295 0.28667 0.79007 -0.53 -1.55 0.86 -0.310
S 4.01632 1.49397 -0.36958 -0.91 -1.68 1.19 -0.003
C 3.81091 -0.40457 2.13433 -4.60 -0.97 -1.24 0.170
C 5.33811 0.01452 2.48882 0.45 1.43 1.71 0.874
F 5.86887 -0.40111 3.80548 -2.33 1.08 -4.10 -0.278
F 5.36462 1.52652 2.56208 0.03 -4.56 -0.65 -0.271
C 6.45347 -0.56377 1.38197 0.66 -2.21 0.62 0.679
F 7.15166 -1.70810 2.08182 -2.12 3.59 -2.45 -0.299
F 5.82698 -1.16895 0.18267 2.03 2.27 3.74 -0.237
C 7.64955 0.52532 1.05147 1.82 2.28 -0.13 0.504
F 7.22543 1.67171 0.21715 0.89 -3.90 2.74 -0.220
F 8.26227 1.12098 2.29764 -2.51 -2.26 -3.98 -0.264
C 8.94599 -0.16145 0.24811 2.68 1.11 -1.36 0.542
F 9.69580 1.01806 -0.32594 -2.44 -4.21 1.93 -0.241
F 9.90067 -0.82930 1.18002 -3.79 2.03 -3.66 -0.205
F 8.54493 -0.98632 -0.91420 1.44 2.55 4.44 -0.203
C 2.84435 -1.47606 2.97037 -0.83 0.88 -1.90 0.022
C 3.45992 -2.26914 4.30871 -0.89 0.00 6.48 0.051
O 3.00535 -1.99111 5.53529 2.78 -1.34 -8.75 -0.493
O 4.54497 -3.27941 4.20499 -3.59 1.95 -0.77 -0.299
C 4.14555 -4.41440 3.35576 -0.51 -1.25 -2.26 -0.074
C 4.74663 -4.27172 1.80158 -0.46 -0.54 0.86 -0.571
C 1.28552 -1.79178 2.51732 2.82 2.57 -2.86 0.289
C 0.20744 -2.75930 3.24256 -1.20 -1.47 0.76 0.394
F -0.62446 -3.59835 2.29913 2.97 2.59 2.42 -0.268
F 0.70925 -3.71314 4.24810 -1.01 3.13 -3.54 -0.260
C -0.91526 -1.81168 4.04343 -1.26 -0.03 3.25 0.700
F -0.81496 -2.13323 5.51697 -0.50 1.36 -5.22 -0.280
F -2.28700 -2.22035 3.63995 4.70 2.05 1.11 -0.143
F -0.64127 -0.36076 3.93251 -1.42 -5.08 -0.02 -0.208
C 0.74930 -0.98142 1.15440 0.22 -0.34 1.47 -0.615
N -0.66480 -1.12795 0.58931 3.81 -0.42 1.22 0.216
C -0.71270 -2.17729 -0.52042 -0.21 -0.97 -1.27 -0.105
C -1.48961 -1.63328 -1.85834 0.71 0.41 0.83 0.001
H -1.51262 5.17459 -3.09996 -0.86 -0.81 2.06 0.256
H -2.48478 5.66923 -1.54344 1.22 -1.71 -0.99 0.213
H -2.71018 3.93708 -2.27536 1.87 1.79 0.37 0.288
H 0.30038 4.95926 -1.46033 -1.77 -1.54 0.53 0.232
H -0.76862 4.33453 -0.03310 0.11 -0.28 -2.35 -0.102
H 0.54484 2.66905 -2.49388 -2.14 0.26 1.68 -0.556
H -1.30266 2.16810 -2.01430 2.22 1.22 0.46 0.097
H 0.85016 2.52431 0.35328 -0.94 -1.28 -1.50 0.244
H -0.73202 1.49861 0.22415 2.17 0.52 -1.14 0.136
H 0.71541 0.02540 -1.43817 0.42 0.37 1.03 -0.213
H 3.74765 1.04992 -1.68181 -0.37 -0.01 1.44 0.208
H 2.98322 -4.48383 3.23001 2.10 0.25 0.63 -0.006
H 4.49981 -5.45750 3.81473 -0.62 2.71 -0.66 0.370
H 5.73598 -4.90778 1.74490 -1.92 1.65 -0.15 0.296
H 3.93664 -4.73599 1.09085 1.69 0.82 1.26 0.295
H 4.88360 -3.14282 1.51225 -0.06 -2.34 0.61 -0.024
H -1.36527 -1.32374 1.33661 0.96 0.12 -0.67 0.223
H -1.28882 -3.12048 -0.12645 1.33 1.80 -0.56 0.197
H 0.39575 -2.50664 -0.81275 -2.41 0.64 0.76 0.221
H -2.18508 -0.73792 -1.56448 1.17 -1.94 -0.50 0.152
H -0.69852 -1.22933 -2.61973 -1.87 -0.75 1.76 -0.512
H -2.09694 -2.52893 -2.32011 1.40 2.07 0.78 0.251
Cl 4.91120 1.16973 -4.54478 0.06 0.02 0.24 -0.166
C 3.67424 0.16267 -5.33858 -0.38 -0.20 -0.18 -0.429
C 2.30379 0.82058 -5.32682 0.13 -0.14 -0.63 0.239
Cl 1.61304 0.90849 -3.68728 0.37 -0.08 -0.14 -0.062
H 3.65816 -0.81104 -4.83917 -0.01 0.25 -0.04 0.325
H 4.00490 0.01035 -6.37023 -0.11 0.11 0.15 0.395
H 1.60584 0.23559 -5.93286 0.15 -0.05 0.17 -0.029
H 2.34034 1.83568 -5.73475 0.00 -0.30 0.36 -0.288
Cl -1.66166 5.02468 2.49392 0.04 -0.04 0.00 -0.196
C -3.16969 5.64712 1.77784 -0.31 0.10 -0.15 -0.490
C -4.11237 4.52917 1.36230 -0.20 0.08 0.40 -0.413
Cl -3.48478 3.59827 -0.02063 -0.51 -0.37 0.77 -0.094
H -2.90392 6.28619 0.93007 -0.01 -0.21 0.14 0.263
H -3.64648 6.27220 2.53862 0.04 -0.18 -0.10 0.376
H -5.07270 4.94996 1.05031 0.20 0.00 0.02 0.318
H -4.29789 3.83148 2.18509 0.13 0.16 -0.16 0.225
Cl -4.48086 0.89701 3.97450 0.08 0.05 -0.08 -0.127
C -4.58922 -0.64596 4.85874 -0.06 -0.36 0.30 -0.182
C -5.50306 -0.55088 6.06993 -0.09 -0.08 -0.26 -0.153
Cl -4.81919 0.48183 7.35009 0.04 0.04 -0.01 -0.209
H -3.57557 -0.94671 5.14127 -0.32 0.22 0.05 0.135
H -4.98011 -1.38684 4.15508 -0.06 0.13 0.13 0.077
H -5.64497 -1.54365 6.50686 0.09 0.11 -0.12 0.389
H -6.48712 -0.15316 5.80232 0.49 -0.04 0.01 0.002
Cl -8.86989 -0.65780 5.86376 -0.23 -0.03 -0.02 -0.174
C -9.91961 -0.62047 4.42463 -0.25 0.00 -0.26 -0.438
C -9.41643 -1.53902 3.32272 -0.32 -0.10 0.13 -0.518
Cl -7.89615 -0.95509 2.60111 0.06 -0.01 0.05 -0.125
H -9.99045 0.41701 4.08349 0.13 -0.24 0.06 0.299
H -10.91394 -0.94008 4.75020 0.19 -0.03 -0.08 0.330
H -10.15199 -1.58690 2.51445 0.08 0.10 0.16 0.343
H -9.24885 -2.55615 3.69086 0.03 0.28 0.00 0.297
Cl 0.75766 -1.73779 -7.83842 0.03 0.01 0.04 -0.171
C -0.30123 -2.98494 -7.13291 -0.19 -0.24 0.11 -0.449
C -1.12304 -2.45042 -5.97100 -0.24 -0.15 -0.43 -0.585
Cl -0.11581 -2.07296 -4.55115 0.41 -0.23 -0.87 -0.129
H 0.32530 -3.82916 -6.82873 -0.10 0.26 -0.01 0.301
H -0.96542 -3.32520 -7.93285 0.05 0.13 0.16 0.353
H -1.84914 -3.20389 -5.65209 0.17 0.06 -0.07 0.409
H -1.67197 -1.54491 -6.24828 0.24 -0.15 0.07 0.303
Cl -4.60536 -1.87870 -2.18079 -0.51 -0.02 -0.03 -0.161
C -4.71372 -3.42167 -1.29654 -0.13 -0.22 0.09 -0.229
C -5.62756 -3.32659 -0.08536 -0.13 -0.23 -0.18 -0.645
Cl -4.94369 -2.29388 1.19480 0.18 0.07 -0.05 -0.096
H -3.70007 -3.72242 -1.01401 -0.18 0.12 0.03 0.117
H -5.10461 -4.16255 -2.00021 -0.02 0.13 0.15 0.408
H -5.76948 -4.31936 0.35157 0.10 0.13 -0.11 0.306
H -6.61162 -2.92887 -0.35297 0.28 0.02 0.04 0.354
Cl 2.34140 5.04721 -3.74495 -0.07 -0.12 0.02 -0.120
C 3.94486 5.20971 -4.50448 0.34 0.05 -0.13 -0.482
C 3.85485 5.32116 -6.01795 0.14 0.36 0.19 -0.433
Cl 3.31663 3.80090 -6.77431 0.00 0.16 -0.16 -0.165
H 4.55315 4.35275 -4.19892 -0.21 0.11 -0.14 0.195
H 4.40018 6.11458 -4.09128 -0.12 -0.10 -0.15 0.375
H 4.84111 5.54871 -6.43283 -0.13 -0.10 0.13 0.321
H 3.16587 6.11494 -6.32352 0.07 -0.26 0.11 0.328
```
Forces are in eV/Å.

***

Record 2
DFT (ωB97M-V/def2-TZVPD) results for a structure of composition C34H50IrN3OP2.

Properties
total charge: +3
spin multiplicity: 2
LUMO level (spin up / spin down): -0.3566 / -0.3854 hartree
HOMO (spin up / spin down): -16.0 / -16.7 eV

Structure (XYZ):
```
91
Properties=species:S:1:pos:R:3:forces:R:3:mulliken_charge:R:1
Ir -0.57530 -0.08134 -0.04563 -1.21 -0.34 0.05 1.712
C 0.58493 2.03813 -3.34865 0.06 0.01 0.00 -1.511
C -0.57268 1.05972 -3.56195 -0.14 -0.02 -0.02 1.110
C -0.65026 0.62075 -5.02740 0.05 0.02 -0.02 -1.482
P -0.41768 -0.34710 -2.39338 0.47 -0.15 0.21 0.284
C -1.31364 -1.81337 -3.01709 0.08 0.02 -0.33 0.522
C -1.06750 -3.02963 -2.12610 0.00 0.00 0.06 -1.387
C -2.80710 -1.56176 -3.23648 -0.08 0.00 0.07 -1.489
C 1.33303 -0.86593 -2.37976 -0.15 0.12 0.16 -0.745
C 1.95974 -1.46587 -3.44598 0.08 -0.12 -0.09 -0.172
C 3.25811 -1.99893 -3.34200 -0.03 0.05 0.11 0.344
C 3.93931 -2.62126 -4.51165 -0.03 -0.02 -0.04 -1.664
C 3.88397 -1.95713 -2.08360 0.01 -0.03 -0.08 -1.202
C 3.29452 -1.34986 -1.00480 0.02 0.08 -0.08 -0.679
C 2.02837 -0.72910 -1.14260 -0.05 0.03 0.14 0.759
N 1.40992 -0.08456 -0.09337 0.23 0.29 -0.04 0.883
C 2.14587 0.35201 1.04307 -0.41 -0.37 -0.24 -0.863
C 3.42319 0.89054 0.92205 0.14 0.02 0.10 -0.340
C 4.14866 1.19217 2.06280 0.00 0.00 0.00 -0.932
C 3.63781 0.93603 3.33483 0.01 0.03 -0.04 0.104
C 4.44050 1.22677 4.56625 0.01 -0.06 -0.02 -1.603
C 2.32812 0.44795 3.43331 -0.03 0.02 0.01 -0.820
C 1.54852 0.19978 2.31304 -0.10 0.07 0.19 0.631
P -0.22860 -0.26312 2.34653 0.58 0.40 -0.40 0.129
C -1.18425 0.69097 3.60364 -0.09 -0.28 0.05 0.964
C -1.76134 1.98843 3.05105 0.03 0.08 -0.01 -1.214
C -0.46689 0.96600 4.92747 0.02 0.01 0.01 -1.900
C -0.37450 -2.05151 2.72071 -0.10 -0.01 -0.04 0.720
C -0.06837 -2.44026 4.16390 0.11 -0.02 -0.01 -1.400
C 0.48637 -2.82832 1.72245 0.02 0.03 0.09 -1.215
H 0.37690 2.97026 -3.87363 0.00 0.00 0.00 0.500
H 1.50704 1.62535 -3.76083 -0.01 0.02 0.01 0.310
H 0.76752 2.27434 -2.29835 -0.04 0.00 -0.02 0.248
H -1.51641 1.54990 -3.29602 0.02 0.02 0.00 0.306
H 0.27944 0.14660 -5.34619 -0.02 0.01 0.00 0.294
H -0.78392 1.50741 -5.64822 0.00 -0.02 -0.01 0.475
H -1.47712 -0.05529 -5.23740 0.00 0.02 0.01 0.390
H -0.85150 -1.99802 -3.99430 -0.04 -0.03 0.02 0.803
H -1.52448 -2.89496 -1.14100 -0.01 -0.01 -0.02 0.118
H -0.00598 -3.24897 -1.99949 -0.01 0.01 -0.01 0.291
H -1.52833 -3.90596 -2.58316 -0.01 0.00 0.04 0.557
H -3.35770 -1.62357 -2.29415 0.05 0.05 -0.01 0.154
H -3.20641 -2.33955 -3.88798 -0.01 0.00 0.02 0.529
H -3.02373 -0.60416 -3.71420 0.01 -0.02 0.00 0.403
H 1.44530 -1.56675 -4.39421 0.00 0.00 0.00 0.202
H 3.25775 -2.77386 -5.34585 0.01 0.00 0.00 0.388
H 4.38337 -3.57932 -4.23854 0.01 0.01 0.00 0.419
H 4.75543 -1.97807 -4.85256 0.00 -0.01 0.01 0.356
H 4.84883 -2.43384 -1.95931 -0.01 0.00 -0.01 0.504
H 3.78552 -1.37807 -0.04327 -0.01 0.03 0.02 0.617
H 3.84969 1.08290 -0.05419 -0.03 -0.03 -0.01 0.725
H 5.13875 1.61995 1.96188 -0.01 -0.01 0.01 0.501
H 5.50614 1.10592 4.37930 -0.01 0.02 0.00 0.432
H 4.15861 0.57043 5.38818 -0.01 0.02 0.00 0.407
H 4.27626 2.25720 4.88947 0.00 0.00 0.00 0.319
H 1.92428 0.27418 4.42069 0.04 0.00 -0.03 0.587
H -2.00771 -0.01024 3.79901 -0.02 0.06 0.02 0.554
H -0.96399 2.66340 2.73687 -0.01 0.04 -0.02 0.223
H -2.31446 2.49498 3.84278 -0.02 -0.01 -0.02 0.600
H -2.44554 1.82632 2.21898 0.00 -0.02 -0.08 0.093
H 0.31995 1.70895 4.79631 -0.04 0.01 0.01 0.495
H -0.04263 0.07557 5.38671 0.00 0.01 0.00 0.341
H -1.19211 1.38283 5.62700 0.00 -0.03 0.00 0.497
H -1.42711 -2.26985 2.49688 0.01 0.05 0.07 0.276
H 0.96558 -2.20284 4.42591 -0.03 0.00 0.00 0.298
H -0.19221 -3.51789 4.27715 0.00 0.00 0.01 0.462
H -0.73289 -1.95872 4.87911 -0.02 -0.01 -0.02 0.395
H 1.54930 -2.62904 1.87516 -0.02 0.01 -0.04 0.284
H 0.23742 -2.59479 0.67558 -0.03 0.01 -0.07 0.046
H 0.32471 -3.89809 1.85476 0.00 0.00 -0.06 0.627
C -4.68224 -1.25825 1.24416 0.02 0.06 0.02 -1.627
C -3.72802 -0.41901 0.45810 -0.01 0.11 -0.05 0.397
O -2.55072 -0.80280 0.26339 0.20 -0.09 0.08 -0.648
N -4.15610 0.72758 -0.06021 -0.12 -0.05 0.21 0.193
C -3.39835 1.43024 -1.07421 0.30 -0.06 -0.09 -1.014
C -2.32388 2.36416 -0.55847 -0.25 -0.24 -0.27 0.568
C -2.57058 3.72479 -0.50191 0.02 0.10 -0.05 -0.787
C -1.56925 4.61296 -0.14368 0.01 -0.04 0.00 -0.988
C -0.31215 4.10230 0.14218 -0.07 -0.04 0.02 -0.793
C -0.12791 2.73783 0.10041 0.00 0.10 0.07 -0.316
N -1.11118 1.87831 -0.23670 0.75 -0.18 0.47 0.746
H -4.17711 -2.14416 1.61542 -0.01 -0.01 -0.01 0.318
H -5.52650 -1.55296 0.61917 0.02 -0.02 -0.01 0.448
H -5.08220 -0.68767 2.08519 0.01 0.00 -0.01 0.449
H -5.09975 1.02322 0.14133 -0.04 0.00 -0.04 0.325
H -4.09981 1.99306 -1.68420 0.00 0.08 0.02 0.813
H -2.93554 0.67901 -1.71882 -0.07 0.10 0.02 -0.717
H -3.55627 4.08190 -0.77086 0.02 0.01 0.02 0.625
H -1.76404 5.67664 -0.10195 0.01 -0.01 -0.01 0.507
H 0.51881 4.74117 0.40728 -0.01 0.00 0.00 0.594
H 0.82639 2.29682 0.35489 -0.05 0.10 -0.01 0.338
```
Forces are in eV/Å.

***

no.,strongest force on any atom (hartree/bohr),DFT total energy (Ha)
1,0.1805,-9878.32241
2,0.0245,-2351.31987